1.
The following is a quantum chemistry calculation of a cluster of 12 separate species, C24H78N6O12 in total, from OMol25.

Its energy relative to the best compared isomer or geometry (same formula, charge and spin) is 30.6 kcal per mole. The value obtained for the HOMO energy (alpha / beta) is 0.06 / -6.76 eV. As for the largest force on an atom: 3.278 eV Å⁻¹. As for the charge: -1. As for the multiplicity: 2. Its LUMO energy (alpha / beta) is 2.173 / 2.169 eV. The value obtained for the HOMO-LUMO gap (alpha / beta) is 2.1 / 8.9 eV.

```
120
C24H78N6O12 ωB97M-V/def2-TZVPD
O -0.06 3.49 -3.05
H -0.63 3.53 -2.28
H 0.19 4.40 -3.21
O 3.81 0.59 -5.62
H 3.29 1.38 -5.47
H 4.72 0.90 -5.64
O 3.38 -4.71 -0.69
H 4.05 -5.25 -1.10
H 2.95 -4.26 -1.42
O 2.48 2.79 -4.72
H 2.95 3.37 -4.11
H 1.63 2.65 -4.30
O 1.72 -4.63 -2.76
H 0.76 -4.67 -2.73
H 1.92 -4.34 -3.64
O 0.49 -5.43 0.02
H 0.17 -5.36 -0.87
H 1.35 -4.99 0.00
C 2.11 -0.16 -2.97
C 1.03 -0.12 -1.92
C 1.18 -1.15 -0.83
O 0.01 -1.10 -0.10
C 0.13 -1.89 1.06
N 1.12 1.16 -1.37
H 3.01 0.39 -2.68
H 1.66 0.38 -3.81
H 2.30 -1.21 -3.19
H 0.07 -0.17 -2.42
H 2.08 -0.98 -0.24
H 1.22 -2.12 -1.34
H 1.06 -1.77 1.61
H -0.02 -2.93 0.78
H -0.74 -1.67 1.67
H 0.62 1.72 -2.03
H 0.32 1.00 -0.77
C -5.61 0.63 6.33
C -4.14 0.14 6.01
C -4.13 -0.54 4.66
O -2.84 -1.15 4.63
C -2.74 -2.25 3.81
N -3.28 1.29 6.24
H -6.45 -0.04 6.56
H -5.99 1.20 5.48
H -5.61 1.37 7.13
H -3.92 -0.56 6.81
H -4.43 0.16 3.88
H -4.87 -1.31 4.86
H -3.42 -3.03 4.15
H -1.69 -2.51 3.64
H -3.03 -2.04 2.78
H -2.40 1.12 5.78
H -3.17 1.22 7.24
C 4.72 -2.82 -3.33
C 5.60 -1.79 -3.92
C 7.14 -1.85 -3.50
O 7.21 -1.48 -2.14
C 8.54 -1.05 -1.66
N 5.55 -1.94 -5.38
H 4.81 -3.80 -3.78
H 3.66 -2.61 -3.51
H 4.80 -2.92 -2.25
H 5.13 -0.88 -3.54
H 7.66 -1.16 -4.17
H 7.54 -2.86 -3.44
H 9.24 -1.72 -2.17
H 8.59 -1.13 -0.58
H 8.70 -0.01 -1.92
H 4.82 -2.58 -5.65
H 5.15 -1.05 -5.63
C -4.10 -0.07 -0.44
C -3.30 -1.21 -0.90
C -4.21 -2.43 -1.05
O -4.56 -3.18 0.03
C -3.50 -3.93 0.53
N -2.64 -0.77 -2.11
H -4.83 0.24 -1.18
H -3.47 0.82 -0.40
H -4.73 -0.25 0.44
H -2.56 -1.60 -0.20
H -3.73 -3.11 -1.76
H -5.07 -2.04 -1.60
H -2.59 -3.41 0.82
H -3.12 -4.70 -0.15
H -3.93 -4.46 1.38
H -1.95 -1.48 -2.31
H -3.28 -0.96 -2.87
C -4.09 3.47 -0.24
C -2.85 4.18 -0.79
C -2.22 5.27 0.10
O -1.27 5.99 -0.66
C -0.66 7.02 0.02
N -1.93 3.10 -0.95
H -4.34 2.60 -0.85
H -4.93 4.17 -0.27
H -3.82 3.20 0.78
H -3.05 4.51 -1.81
H -1.69 4.76 0.91
H -2.98 5.97 0.44
H -1.30 7.56 0.72
H -0.16 7.68 -0.69
H 0.12 6.52 0.60
H -2.47 2.35 -1.36
H -1.59 2.70 -0.09
C -1.50 2.53 3.19
C -0.09 2.20 2.73
C 0.64 1.06 3.48
O 1.85 0.56 2.95
C 2.56 -0.42 3.71
N -0.13 1.77 1.32
H -2.09 1.65 2.97
H -2.05 3.34 2.71
H -1.59 2.58 4.27
H 0.54 3.08 2.63
H -0.05 0.25 3.70
H 0.81 1.38 4.52
H 1.92 -1.30 3.71
H 2.46 -0.01 4.71
H 3.63 -0.55 3.52
H 0.87 1.67 1.25
H -0.43 0.80 1.29
```



2.
The following is a quantum chemistry calculation of a structure of composition C26H32N3, from OMol25.

Its energy relative to the best compared isomer or geometry (same formula, charge and spin) is 48.1 kcal per mole. The value obtained for the HOMO energy is -10.39 eV. As for the largest force on an atom: 7.667 eV Å⁻¹. As for the charge: +1. Its LUMO energy is -4.484 eV. The value obtained for the HOMO-LUMO gap is 5.9 eV.

```
61
C26H32N3 ωB97M-V/def2-TZVPD
C 3.26 1.79 0.20
C 2.08 1.49 1.04
N 2.17 1.49 2.40
C 3.41 1.66 3.14
C 0.92 1.22 2.96
C -0.01 1.06 1.90
C -1.34 0.82 2.21
C -1.70 0.63 3.55
C -0.74 0.70 4.58
C 0.60 1.00 4.29
C 0.77 1.14 0.67
C 0.42 0.70 -0.68
C -1.01 0.63 -1.06
C -1.78 1.62 -1.70
C -1.41 2.98 -2.16
N -3.07 1.18 -1.81
C -4.16 1.94 -2.38
C -3.18 -0.10 -1.26
C -1.89 -0.47 -0.78
C -1.75 -1.65 -0.06
C -2.89 -2.41 0.22
C -4.16 -2.02 -0.25
C -4.32 -0.85 -1.01
H 2.95 1.92 -0.84
H 3.76 2.71 0.53
H 4.00 0.97 0.24
H 3.21 1.45 4.19
H 4.18 0.97 2.78
H 3.79 2.68 3.04
H -2.08 0.81 1.41
H -2.74 0.43 3.80
H -1.05 0.52 5.61
H 1.37 1.04 5.05
H 0.87 1.41 -1.39
H -0.36 3.16 -1.92
H -1.55 3.08 -3.25
H -2.01 3.76 -1.67
H -5.06 1.32 -2.33
H -4.34 2.87 -1.83
H -3.97 2.20 -3.43
H -0.74 -1.93 0.22
H -2.78 -3.32 0.81
H -5.02 -2.64 -0.03
H -5.29 -0.53 -1.40
C 1.19 -1.74 -3.34
C 1.96 -1.79 -2.05
C 2.50 -3.17 -1.67
C 2.54 -3.17 -0.13
C 1.80 -1.89 0.31
N 1.14 -1.35 -0.90
H 1.82 -2.10 -4.16
H 0.30 -2.38 -3.27
H 0.87 -0.71 -3.57
H 2.82 -1.08 -2.10
H 1.81 -3.95 -2.02
H 3.49 -3.34 -2.11
H 2.04 -4.06 0.27
H 3.57 -3.15 0.23
H 1.06 -2.10 1.10
H 2.52 -1.16 0.73
H 1.22 -0.31 -0.92
```



3.
The following is a quantum chemistry calculation of a structure of composition C37H34Cl2LiN3OP2, from OMol25.

Its energy relative to the best compared isomer or geometry (same formula, charge and spin) is 13.6 kcal per mole. The value obtained for the HOMO energy is -6.49 eV. As for the largest force on an atom: 3.027 eV Å⁻¹. As for the charge: 0. Its LUMO energy is -0.215 eV. The value obtained for the HOMO-LUMO gap is 6.3 eV.

```
80
C37H34Cl2LiN3OP2 ωB97M-V/def2-TZVPD
Li 0.58 -0.08 0.05
C -1.81 -1.08 2.23
P -1.34 0.65 2.02
C -1.23 1.18 3.74
C -2.20 1.98 4.41
C -2.00 2.39 5.74
C -0.89 1.89 6.44
C 0.04 1.02 5.83
C -0.13 0.69 4.48
C -2.83 1.42 1.35
C -4.14 0.87 1.45
C -5.24 1.58 0.92
C -5.05 2.95 0.62
C -3.80 3.55 0.71
C -2.69 2.78 1.02
C -1.88 -1.64 0.86
C -2.93 -2.31 0.28
C -2.51 -2.53 -1.07
C -1.22 -2.04 -1.16
C -0.28 -2.04 -2.32
P 0.35 -0.33 -2.60
C -1.20 0.50 -3.02
C -1.54 1.65 -2.38
C -2.77 2.29 -2.60
C -3.63 1.85 -3.59
C -3.26 0.74 -4.34
C -2.03 0.09 -4.06
C 1.54 -0.36 -3.94
C 2.14 0.77 -4.53
C 3.32 0.69 -5.30
C 3.99 -0.48 -5.43
C 3.50 -1.61 -4.85
C 2.25 -1.55 -4.21
N -0.81 -1.46 0.01
H -1.16 -1.66 2.91
H -2.74 -1.10 2.77
H -3.06 2.38 3.86
H -2.81 2.95 6.22
H -0.79 2.23 7.47
H 0.79 0.52 6.40
H 0.62 0.06 4.02
H -4.32 -0.12 1.86
H -6.17 1.12 0.75
H -5.76 3.63 0.27
H -3.67 4.56 0.38
H -1.74 3.27 1.01
H -3.86 -2.55 0.73
H -3.10 -3.00 -1.92
H 0.51 -2.76 -2.05
H -0.69 -2.43 -3.21
H -0.78 2.06 -1.72
H -2.88 3.25 -1.94
H -4.54 2.40 -3.78
H -3.82 0.28 -5.09
H -1.72 -0.67 -4.77
H 1.66 1.78 -4.35
H 3.69 1.60 -5.82
H 4.95 -0.37 -5.90
H 4.11 -2.46 -4.89
H 1.97 -2.54 -3.75
N 5.73 -4.73 1.76
C 5.82 -3.50 1.16
O 6.84 -3.17 0.62
C 4.56 -2.57 1.03
C 4.71 -1.33 0.33
C 3.60 -0.56 0.27
N 2.37 -0.85 0.78
C 2.26 -1.95 1.45
C 3.37 -2.85 1.55
H 6.61 -5.23 1.86
H 4.90 -5.29 2.06
H 5.70 -1.17 -0.08
H 3.52 0.36 -0.30
H 1.35 -2.14 1.98
H 3.25 -3.80 2.06
Cl 1.62 3.52 2.70
C 2.15 2.36 1.45
Cl 1.62 2.70 -0.21
H 1.83 1.40 1.85
H 3.21 2.36 1.45
```



In hartree, the DFT total energy values for the records above are, in order, -2192.355813, -1173.912666, -3280.474036.